No. 1
65
Properties=species:S:1:pos:R:3 method="wB97M-V/def2-TZVPD" lumo_ev="-1.88 / -1.73" multiplicity=1 gap_ev="6.160 / 6.144" charge=0
Mo 0.04 -0.16 0.48
Se 0.94 2.28 0.39
P 2.75 1.39 -0.45
Se 2.40 -0.73 -0.74
C 4.14 1.68 0.67
C 4.37 2.98 1.11
C 5.42 3.25 1.97
C 6.24 2.21 2.40
C 6.01 0.91 1.97
C 4.96 0.64 1.10
C 3.22 2.24 -1.98
C 4.56 2.30 -2.37
C 4.91 2.96 -3.53
C 3.94 3.58 -4.30
C 2.61 3.51 -3.93
C 2.24 2.85 -2.76
H 3.73 3.79 0.78
H 5.60 4.26 2.31
H 7.06 2.42 3.08
H 6.65 0.11 2.31
H 4.77 -0.37 0.77
H 5.32 1.82 -1.76
H 5.95 3.01 -3.82
H 4.22 4.11 -5.20
H 1.85 3.99 -4.53
H 1.20 2.81 -2.46
O -0.68 -0.17 -1.36
C -0.91 -1.02 -2.26
C -0.81 -2.41 -2.05
C -0.96 -3.28 -3.16
C -0.84 -4.61 -2.97
C -0.59 -5.17 -1.69
C -0.47 -4.36 -0.61
C -0.55 -2.93 -0.74
O -0.43 -2.20 0.30
N -0.95 -5.52 -4.12
O -0.81 -6.71 -3.91
O -1.17 -5.02 -5.21
H -1.20 -0.63 -3.23
H -1.16 -2.88 -4.14
H -0.51 -6.24 -1.60
H -0.30 -4.76 0.38
C 1.97 -1.95 3.48
C 0.94 -0.84 3.48
C -0.37 -1.23 4.13
O 0.70 -0.47 2.14
H 2.21 -2.23 4.51
H 2.89 -1.63 2.99
H 1.58 -2.82 2.96
H 1.35 0.06 3.95
H -0.81 -2.08 3.61
H -1.08 -0.40 4.09
H -0.21 -1.50 5.17
Cl -2.15 4.40 0.40
C -1.97 4.71 2.13
Cl -1.19 3.36 2.97
H -2.96 4.84 2.56
H -1.34 5.59 2.25
N -1.85 0.33 1.10
C -2.94 0.73 1.22
C -4.25 1.12 1.38
C -4.57 2.17 2.28
N -4.84 3.01 3.02
C -5.24 0.48 0.61
N -6.05 -0.06 -0.02

No. 2
60
Properties=species:S:1:pos:R:3 method="wB97M-V/def2-TZVPD" lumo_ev=-0.85 multiplicity=1 smiles="C[C@H](Cl)CN(C[C@H](O)C(F)(F)F)C(=O)Oc1ccccc1.O=C1c2ccccc2C(=O)c2ccccc21" gap_ev=7.979 charge=0
C 2.78 6.98 -0.82
C 2.38 5.62 -1.72
Cl 0.58 5.82 -2.14
C 2.45 4.37 -0.62
N 1.70 3.13 -1.07
C 1.47 2.30 0.15
C 0.51 1.01 0.05
O 1.17 -0.22 -0.51
C -0.93 1.17 -0.66
F -1.16 -0.08 -1.48
F -2.06 1.21 0.34
F -1.12 2.30 -1.57
C 2.34 2.43 -2.23
O 1.58 1.55 -2.93
O 3.68 2.66 -2.79
C 4.76 2.17 -1.93
C 6.26 2.88 -2.18
C 7.62 2.52 -1.34
C 7.51 1.37 -0.17
C 6.06 0.59 0.09
C 4.70 1.00 -0.80
H 3.02 7.91 -1.49
H 1.93 7.21 -0.02
H 3.75 6.71 -0.18
H 3.09 5.46 -2.64
H 2.02 4.85 0.39
H 3.60 4.20 -0.41
H 2.50 1.94 0.63
H 1.00 3.02 0.98
H 0.28 0.69 1.18
H 1.17 -0.95 0.19
H 6.34 3.72 -3.03
H 8.61 3.11 -1.61
H 8.49 1.15 0.44
H 6.06 -0.22 0.94
H 3.69 0.46 -0.57
O -2.62 -4.35 -0.66
C -3.48 -4.27 0.20
C -3.97 -5.48 0.89
C -3.41 -6.73 0.57
C -3.84 -7.87 1.25
C -4.81 -7.77 2.25
C -5.37 -6.53 2.56
C -4.96 -5.39 1.87
C -5.57 -4.08 2.19
O -6.48 -4.01 3.01
C -5.07 -2.87 1.51
C -5.62 -1.62 1.83
C -5.14 -0.46 1.22
C -4.10 -0.55 0.29
C -3.56 -1.79 -0.04
C -4.05 -2.96 0.57
H -2.65 -6.81 -0.20
H -3.41 -8.84 1.01
H -5.13 -8.66 2.79
H -6.14 -6.46 3.33
H -6.43 -1.55 2.56
H -5.56 0.50 1.47
H -3.71 0.35 -0.18
H -2.75 -1.85 -0.77